2 unconnected molecules or ions with the total composition C3H6Cl2O3 at a distorted geometry, computed with wB97M-V/def2-TZVPD.

Calculated values
Kohn-Sham gap (alpha / beta) = 7.2408 / 9.1903 eV
energy above the lowest of the compared OMol25 structures with the same formula, charge and spin = 88.9 kcal/mol
HOMO (alpha / beta) = -7.8 / -9.1 eV

Last column: natural (NBO) charge in e.
Positions of all 14 atoms, in Å:
1 C -2.283 -0.343 -0.259  -0.3672
2 C 0.188 0.629 0.663  0.1086
3 C 1.203 -0.038 -0.178  0.5326
4 O 0.130 0.471 1.981  -0.6419
5 O 2.454 -0.002 0.480  -0.7017
6 O 1.275 0.410 -1.407  -0.6774
7 Cl -2.563 1.083 -1.240  -0.0461
8 Cl 0.820 -1.966 -0.279  -0.2776
9 H -2.804 -0.420 0.656  0.1775
10 H -2.461 -1.268 -0.811  0.1852
11 H -0.552 1.227 0.144  0.1968
12 H 1.030 0.038 2.348  0.5135
13 H 3.089 -0.212 -0.246  0.4958
14 H 0.473 0.392 -1.851  0.5019


A molecular structure, C12H30F6Li3N3O18S6 at a distorted geometry, computed with wB97M-V/def2-TZVPD.

Calculated values
Kohn-Sham gap = 8.5008 eV
HOMO = -9.4 eV

Last column: Mulliken charge in e.
Positions of all 78 atoms, in Å:
1 Li 1.839 1.560 -2.179  1.3959
2 Li -0.753 0.219 -1.151  0.9492
3 Li -2.640 0.809 0.326  1.4182
4 N -0.822 1.238 0.591  0.1559
5 S -0.016 2.753 0.268  0.6570
6 O 1.210 2.722 -0.520  -0.4937
7 O -0.069 3.809 1.251  -0.5837
8 F -1.017 3.302 -0.804  -0.2120
9 S -0.160 1.094 1.937  0.5943
10 O -0.933 1.499 3.110  -0.5926
11 O 1.310 1.056 1.994  -0.6097
12 F -0.273 -0.470 1.995  -0.1908
13 N -2.642 -0.113 -1.427  -0.1493
14 S -3.415 -1.587 -1.439  0.8023
15 O -2.846 -2.688 -2.200  -0.5217
16 O -4.860 -1.656 -1.319  -0.5883
17 F -2.955 -1.984 -0.022  -0.2382
18 S -3.385 0.338 -2.688  0.7851
19 O -4.617 1.061 -2.443  -0.6194
20 O -3.173 -0.397 -3.960  -0.5621
21 F -2.518 1.639 -3.005  -0.2774
22 N 0.761 -0.083 -2.487  -0.1937
23 S 1.394 -1.586 -1.965  1.0117
24 O 2.402 -2.228 -2.750  -0.5316
25 O 0.481 -2.417 -1.198  -0.5240
26 F 2.265 -0.918 -0.714  -0.3065
27 S 0.623 -0.588 -3.933  0.8134
28 O -0.236 -1.747 -4.147  -0.4906
29 O 1.862 -0.352 -4.683  -0.5834
30 F -0.393 0.592 -4.369  -0.2574
31 C -3.371 -0.499 3.075  -0.8324
32 O -3.573 0.542 2.087  -0.1264
33 C -4.187 1.692 2.720  -0.7608
34 C -4.588 2.739 1.677  -0.7564
35 O -3.598 2.761 0.614  0.0226
36 C -3.763 3.897 -0.300  -0.9001
37 H -3.113 -0.018 4.018  0.3885
38 H -2.476 -1.002 2.709  0.1448
39 H -4.150 -1.231 3.288  0.2851
40 H -3.497 2.165 3.420  0.4516
41 H -5.039 1.331 3.295  0.4607
42 H -4.455 3.681 2.209  0.3346
43 H -5.588 2.667 1.248  0.4898
44 H -3.474 4.815 0.212  0.2996
45 H -4.828 3.969 -0.518  0.4007
46 H -3.277 3.717 -1.258  0.1496
47 C 3.656 -6.233 3.584  -0.5070
48 O 3.295 -6.390 4.980  -0.3807
49 C 2.822 -5.166 5.579  -0.6047
50 C 1.612 -4.539 4.874  -0.4829
51 O 1.951 -3.913 3.657  -0.3214
52 C 0.920 -3.282 3.021  -0.6309
53 H 4.427 -5.463 3.581  0.2655
54 H 2.813 -5.913 2.971  0.1737
55 H 3.955 -7.234 3.276  0.2527
56 H 3.589 -4.424 5.798  0.3206
57 H 2.553 -5.533 6.569  0.3413
58 H 1.201 -3.720 5.465  0.4212
59 H 0.850 -5.268 4.600  0.3622
60 H 0.611 -2.404 3.589  0.2591
61 H 0.090 -3.985 2.951  0.3143
62 H 1.160 -2.916 2.023  0.1993
63 C 4.739 1.434 -1.464  -0.8542
64 O 3.770 1.697 -2.505  -0.2743
65 C 4.155 2.711 -3.477  -0.6264
66 C 3.121 2.688 -4.598  -0.6341
67 O 1.859 2.721 -3.970  -0.0965
68 C 0.892 3.281 -4.892  -0.8365
69 H 4.261 0.927 -0.626  0.2261
70 H 5.181 2.351 -1.074  0.3711
71 H 5.617 0.860 -1.763  0.3021
72 H 5.095 2.400 -3.932  0.3930
73 H 4.275 3.704 -3.046  0.3965
74 H 3.042 1.757 -5.159  0.3187
75 H 3.261 3.542 -5.260  0.4359
76 H 0.781 2.664 -5.783  0.3548
77 H 1.060 4.323 -5.165  0.3421
78 H -0.062 3.221 -4.369  0.0908


A molecular structure, C4H9NS at a distorted geometry, computed with wB97M-V/def2-TZVPD.

Calculated values
Kohn-Sham gap = 8.8510 eV
energy above the lowest of the compared OMol25 structures with the same formula, charge and spin = 72.7 kcal/mol
HOMO = -8.2 eV

Last column: natural (NBO) charge in e.
Positions of all 15 atoms, in Å:
1 C -1.430 0.272 -0.029  -0.2955
2 C -0.256 -0.292 0.078  0.0630
3 C -1.744 1.684 0.234  -0.6386
4 C 0.080 -1.749 0.173  -0.7004
5 N 2.841 0.122 -0.513  -0.9983
6 S 1.740 0.998 0.319  0.2474
7 H -2.228 -0.491 -0.277  0.2006
8 H -0.858 2.203 -0.018  0.2310
9 H -2.666 1.921 -0.386  0.2151
10 H -1.942 1.866 1.328  0.2210
11 H 0.969 -1.848 -0.445  0.2253
12 H 0.125 -2.052 1.318  0.2353
13 H -0.819 -2.283 -0.340  0.2189
14 H 2.971 0.274 -1.463  0.3873
15 H 3.219 -0.623 0.021  0.3878


A molecular structure, CFN3O6 at a distorted geometry, computed with wB97M-V/def2-TZVPD.

Calculated values
Kohn-Sham gap = 9.5264 eV
energy above the lowest of the compared OMol25 structures with the same formula, charge and spin = 17.5 kcal/mol
HOMO = -11.3 eV

Last column: natural (NBO) charge in e.
Positions of all 11 atoms, in Å:
1 C 0.082 0.014 -0.393  0.4128
2 N 0.195 -1.508 -0.202  0.4831
3 N 1.311 0.845 0.045  0.5079
4 N -1.480 0.715 0.527  0.6214
5 O -0.566 -2.133 -0.890  -0.3045
6 O 0.957 -1.919 0.647  -0.3210
7 O 1.159 1.527 1.002  -0.3119
8 O 2.307 0.578 -0.523  -0.2987
9 O -1.535 0.183 1.530  -0.2534
10 O -2.037 1.521 -0.084  -0.2504
11 F -0.392 0.176 -1.658  -0.2853


A molecular structure, C30H42F2N5O6V, computed with wB97M-V/def2-TZVPD.

Calculated values
Kohn-Sham gap (alpha / beta) = 5.9800 / 6.2465 eV
charge = +1
energy above the lowest of the compared OMol25 structures with the same formula, charge and spin = 0.0 kcal/mol
HOMO (alpha / beta) = -10.6 / -10.8 eV
<S²> = 0.795
multiplicity = 2

Last column: Löwdin spin population.
Positions of all 86 atoms, in Å:
1 V 0.695 0.766 -1.212  0.0002
2 C 1.205 3.652 0.114  0.0000
3 N 0.301 2.488 0.211  0.0000
4 C 0.295 2.058 1.632  -0.0002
5 C -1.072 2.897 -0.168  0.0000
6 C -1.204 2.972 -1.672  0.0000
7 N -0.930 1.645 -2.277  0.0000
8 C -2.109 0.748 -2.137  0.0000
9 C -0.641 1.801 -3.723  0.0000
10 H 0.871 4.432 0.803  0.0000
11 H 1.236 4.050 -0.895  0.0000
12 H 2.212 3.354 0.402  0.0000
13 H -0.056 2.877 2.266  0.0000
14 H 1.312 1.807 1.928  0.0000
15 H -0.345 1.192 1.772  -0.0003
16 H -1.319 3.862 0.287  0.0000
17 H -1.759 2.157 0.239  0.0000
18 H -0.487 3.676 -2.093  0.0000
19 H -2.206 3.305 -1.957  0.0000
20 H -2.943 1.163 -2.708  0.0000
21 H -2.392 0.644 -1.094  0.0000
22 H -1.862 -0.236 -2.531  0.0000
23 H -1.499 2.265 -4.214  0.0000
24 H -0.464 0.823 -4.166  0.0000
25 H 0.242 2.419 -3.851  0.0000
26 C -3.190 0.260 1.801  0.0039
27 C -3.465 -0.238 3.220  0.0014
28 C -3.972 -1.683 3.209  0.0011
29 C -2.300 -0.001 4.168  0.0152
30 C -2.490 0.870 5.234  0.0015
31 C -1.485 1.130 6.151  0.0042
32 C -0.263 0.502 6.009  0.0005
33 C -0.023 -0.388 4.964  0.0165
34 C 1.347 -1.035 4.850  0.0018
35 C 2.415 0.017 4.537  0.0000
36 C 1.719 -1.820 6.111  0.0015
37 C -1.047 -0.627 4.040  0.0382
38 N -0.799 -1.434 2.903  0.4320
39 C -0.784 -2.756 3.049  0.0289
40 C -1.040 -3.467 4.259  0.1221
41 C -1.021 -4.839 4.294  -0.0057
42 C -0.752 -5.574 3.135  0.1741
43 C -0.502 -4.926 1.928  -0.0167
44 C -0.519 -3.556 1.898  0.1289
45 F -0.270 -2.931 0.739  0.0349
46 H -4.068 0.099 1.172  0.0004
47 H -2.342 -0.265 1.357  0.0015
48 H -2.980 1.333 1.823  0.0001
49 H -4.280 0.375 3.616  -0.0001
50 H -3.319 -2.339 2.633  0.0007
51 H -4.962 -1.725 2.752  -0.0001
52 H -4.053 -2.084 4.220  0.0006
53 H -3.457 1.348 5.348  0.0005
54 H -1.659 1.810 6.974  0.0002
55 H 0.523 0.698 6.728  0.0004
56 H 1.325 -1.750 4.025  0.0014
57 H 2.488 0.747 5.344  0.0000
58 H 2.177 0.564 3.620  0.0000
59 H 3.399 -0.444 4.426  0.0000
60 H 1.786 -1.170 6.984  0.0004
61 H 2.688 -2.305 5.987  0.0000
62 H 0.979 -2.593 6.326  0.0006
63 H -1.267 -2.893 5.148  0.0051
64 H -1.221 -5.357 5.222  -0.0036
65 H -0.745 -6.655 3.171  0.0095
66 H -0.301 -5.476 1.018  -0.0041
67 C 2.397 -1.471 1.380  0.0020
68 C 3.075 -0.400 0.613  0.0001
69 N 2.518 0.402 -0.285  0.0001
70 C 3.508 1.202 -0.801  0.0000
71 C 4.688 0.896 -0.205  0.0000
72 N 4.388 -0.113 0.676  0.0001
73 C 6.087 1.397 -0.323  0.0000
74 O 6.303 2.370 -1.185  0.0000
75 O 6.932 0.912 0.379  0.0000
76 C 3.103 2.143 -1.865  0.0000
77 O 3.854 2.916 -2.408  0.0000
78 O 1.813 2.011 -2.124  0.0000
79 H 1.356 -1.199 1.575  0.0010
80 H 2.905 -1.647 2.327  0.0000
81 H 2.405 -2.398 0.804  0.0001
82 H 5.089 -0.550 1.260  0.0000
83 H 5.495 2.649 -1.675  0.0000
84 F -0.300 -0.061 -0.048  -0.0006
85 O 0.827 -0.461 -2.312  -0.0001
86 O 0.858 -1.325 -3.202  -0.0003


A molecular structure, C22H24N6O3OsS3Si, computed with wB97M-V/def2-TZVPD.

Calculated values
Kohn-Sham gap (alpha / beta) = 6.4539 / 6.4523 eV
charge = +2
energy above the lowest of the compared OMol25 structures with the same formula, charge and spin = 0.0 kcal/mol
HOMO (alpha / beta) = -14.0 / -14.0 eV

Last column: natural (NBO) charge in e.
Positions of all 60 atoms, in Å:
1 Os 0.636 -0.103 0.154  1.1450
2 N 4.081 -0.408 -0.429  -0.7515
3 C 3.428 -1.416 0.147  0.2971
4 N 2.096 -1.534 0.179  -0.5260
5 C 1.710 -2.737 0.811  0.1093
6 C 2.731 -3.480 1.255  -0.3784
7 S 4.246 -2.736 0.878  0.5194
8 C 0.275 -2.946 0.847  0.0975
9 C -0.455 -4.065 0.994  -0.3916
10 S -2.130 -3.712 0.795  0.5061
11 C -1.761 -2.053 0.484  0.2977
12 N -0.464 -1.801 0.559  -0.4947
13 N -2.705 -1.158 0.165  -0.7785
14 H 3.586 0.292 -0.950  0.4146
15 H 5.086 -0.359 -0.411  0.4378
16 H 2.699 -4.420 1.780  0.2789
17 H -0.113 -5.070 1.170  0.2760
18 H -3.666 -1.463 0.200  0.4221
19 H -2.581 -0.182 0.425  0.4387
20 C 1.709 2.114 -0.653  -1.0710
21 Si 0.659 1.659 -2.198  1.7881
22 C -0.768 2.807 -2.411  -1.1569
23 C 1.669 1.438 -3.731  -1.1546
24 N 0.128 0.006 -1.621  -0.6515
25 C -0.471 -0.953 -2.466  0.1416
26 C -1.460 -0.545 -3.365  -0.2173
27 C -2.061 -1.478 -4.189  -0.1855
28 C -1.658 -2.809 -4.146  -0.1591
29 C -0.656 -3.206 -3.271  -0.1845
30 C -0.069 -2.287 -2.417  -0.2338
31 H 1.316 2.990 -0.140  0.2971
32 H 2.739 2.321 -0.956  0.2690
33 H 1.896 1.372 0.187  0.2089
34 H -0.370 3.823 -2.506  0.2786
35 H -1.467 2.823 -1.574  0.2738
36 H -1.313 2.595 -3.331  0.2620
37 H 2.235 2.353 -3.926  0.2734
38 H 1.036 1.253 -4.599  0.2768
39 H 2.384 0.616 -3.651  0.2519
40 H -1.782 0.488 -3.390  0.2271
41 H -2.842 -1.169 -4.870  0.2431
42 H -2.119 -3.533 -4.804  0.2426
43 H -0.328 -4.237 -3.253  0.2361
44 H 0.728 -2.592 -1.753  0.2159
45 O -2.910 1.391 1.308  -0.9320
46 S -1.792 2.246 1.598  2.3253
47 O -1.711 3.524 0.974  -0.8782
48 N -0.390 1.378 1.265  -0.8855
49 C 0.220 0.998 2.404  0.6462
50 O 1.122 0.130 2.263  -0.6266
51 C -0.321 1.584 3.629  -0.1028
52 C 0.145 1.495 4.930  -0.1469
53 C -0.550 2.196 5.907  -0.1741
54 C -1.669 2.960 5.588  -0.1413
55 C -2.142 3.050 4.280  -0.1672
56 C -1.449 2.338 3.327  -0.3071
57 H 1.023 0.911 5.168  0.2454
58 H -0.216 2.153 6.934  0.2468
59 H -2.185 3.498 6.372  0.2485
60 H -3.009 3.646 4.033  0.2578